Model one:
Entry from OMol25: a 3-piece molecular cluster, C7H10N2O3 overall (ωB97M-V with the def2-TZVPD basis set).

Summary:
Kohn-Sham gap	0.328	hartree
2S+1	1
HOMO energy	-0.332	Eh
LUMO	-0.11	eV

Last columns: bonded neighbours and bond lengths (Å).
Cartesian coordinates (Å):
1 C -1.30 -1.26 -0.89  C7 1.460, N18 1.547, N19 1.344
2 C -1.50 0.49 0.69  C3 1.419, H10 1.153, N19 1.401
3 C -0.10 0.70 0.63  C2 1.419, C4 1.564, C5 1.389
4 C 0.32 1.98 1.42  C3 1.564, H11 1.177, H12 1.053, O20 1.472
5 C 0.66 0.06 -0.34  C3 1.389, C6 1.522, C7 1.465
6 C 2.06 0.60 -0.62  C5 1.522, H14 1.110, H15 1.085, O21 1.356
7 C 0.13 -1.06 -1.12  C1 1.460, C5 1.465, O22 1.359
8 H -2.19 -3.21 0.01  N18 1.132
9 H -2.81 -2.67 -1.70  no bonds
10 H -2.22 1.04 1.40  C2 1.153
11 H 0.91 1.73 2.41  C4 1.177
12 H 0.86 2.63 0.80  C4 1.053
13 H -1.77 2.22 1.26  no bonds
14 H 2.54 0.09 -1.48  C6 1.110
15 H 2.07 1.56 -1.13  C6 1.085
16 H 2.81 -0.23 0.74  O21 0.948
17 H 0.31 -2.76 -1.81  O22 0.998
18 N -1.67 -2.77 -0.89  C1 1.547, H8 1.132
19 N -2.05 -0.60 0.01  C1 1.344, C2 1.401
20 O -0.81 2.74 1.99  C4 1.472
21 O 2.90 0.66 0.44  C6 1.356, H16 0.948
22 O 0.88 -1.95 -1.81  C7 1.359, H17 0.998

Mulliken atomic charge list, values in e, 8 entries: atom 1 (C): 0.266, atom 2 (C): -0.672, atom 3 (C): 0.739, atom 4 (C): -0.248, atom 5 (C): 0.526, atom 6 (C): -1.274, atom 7 (C): 0.233, atom 8 (H): 0.329


Model two:
Entry from OMol25: one molecule with the formula C7H10N2O3 (ωB97M-V with the def2-TZVPD basis set).

Summary:
Kohn-Sham gap	0.288	hartree
2S+1	1
HOMO energy	-0.306	Eh
LUMO	-0.51	eV
SMILES	CO/C=C/C=C\C=C(\N)[N+](=O)[O-]

Last columns: bonded neighbours and bond lengths (Å).
Cartesian coordinates (Å):
1 C -0.84 -0.90 -1.72  C2 1.342, C3 1.447, H13 1.082
2 C -1.27 0.37 -1.84  C1 1.342, C4 1.447, H14 1.082
3 C 0.20 -1.33 -0.81  C1 1.447, C5 1.336, H15 1.084
4 C -0.75 1.44 -1.02  C2 1.447, C6 1.353, H16 1.085
5 C 0.29 -1.08 0.50  C3 1.336, O12 1.354, H17 1.073
6 C -0.80 1.51 0.33  C4 1.353, N8 1.374, N9 1.443
7 C 2.54 -1.77 0.72  O12 1.407, H18 1.095, H19 1.096, H20 1.087
8 N -0.03 2.33 1.12  C6 1.374, H21 1.014, H22 1.007
9 N -1.88 0.89 1.06  C6 1.443, O10 1.214, O11 1.222
10 O -2.68 0.18 0.48  N9 1.214
11 O -1.98 1.20 2.24  N9 1.222
12 O 1.34 -1.36 1.31  C5 1.354, C7 1.407
13 H -1.14 -1.63 -2.46  C1 1.082
14 H -1.90 0.65 -2.67  C2 1.082
15 H 1.02 -1.85 -1.30  C3 1.084
16 H -0.15 2.18 -1.53  C4 1.085
17 H -0.54 -0.79 1.12  C5 1.073
18 H 2.86 -1.07 -0.06  C7 1.095
19 H 2.45 -2.77 0.29  C7 1.096
20 H 3.28 -1.79 1.52  C7 1.087
21 H -0.42 2.49 2.04  N8 1.014
22 H 0.40 3.13 0.69  N8 1.007

Mulliken atomic charge list, values in e, 8 entries: atom 1 (C): -0.412, atom 2 (C): -0.689, atom 3 (C): -0.436, atom 4 (C): -0.506, atom 5 (C): 0.054, atom 6 (C): 0.358, atom 7 (C): -0.843, atom 8 (N): -0.478


The structure with the greatest stability is model two.


Model one:
Entry from OMol25: a 2-piece molecular cluster, C2H10NOS2 overall (ωB97M-V with the def2-TZVPD basis set).

Summary:
Kohn-Sham gap	0.326	hartree
2S+1	1
HOMO energy	-0.455	Eh
total charge	+1
LUMO	-3.51	eV

Last columns: bonded neighbours and bond lengths (Å).
Cartesian coordinates (Å):
1 N 2.30 -0.58 0.47  C2 1.517, H6 1.026, H7 1.016, H8 1.022
2 C 0.84 -0.90 0.73  N1 1.517, C3 1.521, H9 1.082, H10 1.085
3 C -0.07 -0.01 -0.09  C2 1.521, S4 1.819, H11 1.094, H12 1.096
4 S -1.67 -0.85 -0.31  C3 1.819, S5 2.080
5 S -2.75 0.76 -1.06  S4 2.080, H13 1.341
6 H 2.58 0.27 0.97  N1 1.026
7 H 2.40 -0.50 -0.54  N1 1.016
8 H 2.96 -1.33 0.71  N1 1.022
9 H 0.65 -0.86 1.80  C2 1.082
10 H 0.69 -1.92 0.40  C2 1.085
11 H -0.23 0.93 0.45  C3 1.094
12 H 0.28 0.35 -1.06  C3 1.096
13 H -2.70 0.24 -2.30  S5 1.341
14 H 5.19 1.62 1.18  O16 0.966
15 H 4.15 1.80 2.27  O16 0.965
16 O 4.32 1.31 1.45  H14 0.966, H15 0.965

Mulliken atomic charge list, values in e, 8 entries: atom 1 (N): -0.257, atom 2 (C): -0.707, atom 3 (C): -0.639, atom 4 (S): -0.055, atom 5 (S): -0.185, atom 6 (H): 0.339, atom 7 (H): 0.359, atom 8 (H): 0.349


Model two:
Entry from OMol25: a 2-piece molecular cluster, C2H10NOS2 overall (ωB97M-V with the def2-TZVPD basis set).

Summary:
Kohn-Sham gap	0.333	hartree
2S+1	1
HOMO energy	-0.452	Eh
total charge	+1
LUMO	-3.23	eV

Last columns: bonded neighbours and bond lengths (Å).
Cartesian coordinates (Å):
1 N 1.29 0.83 -0.26  C2 1.519, H6 1.013, H7 1.041, H8 0.985
2 C 0.67 1.39 1.01  N1 1.519, C3 1.601, H9 1.097, H10 1.105
3 C -0.75 0.71 1.28  C2 1.601, S4 1.893, H11 1.063, H12 1.035
4 S -1.45 -0.64 0.15  C3 1.893, S5 1.984
5 S -1.20 -0.39 -1.81  S4 1.984, H13 1.347
6 H 2.16 0.34 -0.07  N1 1.013
7 H 1.42 1.47 -1.07  N1 1.041
8 H 0.69 0.13 -0.62  N1 0.985
9 H 0.46 2.45 0.80  C2 1.097
10 H 1.49 1.15 1.71  C2 1.105
11 H -0.75 0.71 2.35  C3 1.063
12 H -1.37 1.50 1.07  C3 1.035
13 H -1.16 -1.69 -2.15  S5 1.347
14 H 3.56 -0.25 1.72  O16 0.940
15 H 3.35 -1.67 1.46  O16 1.011
16 O 3.00 -0.77 1.18  H14 0.940, H15 1.011

Mulliken atomic charge list, values in e, 8 entries: atom 1 (N): -0.151, atom 2 (C): -0.370, atom 3 (C): -0.593, atom 4 (S): -0.058, atom 5 (S): -0.248, atom 6 (H): 0.363, atom 7 (H): 0.378, atom 8 (H): 0.112


The structure with the greatest stability is model one.


Model one:
Entry from OMol25: one molecule with the formula C9H10N2O2 (ωB97M-V with the def2-TZVPD basis set).

Summary:
Kohn-Sham gap (alpha / beta)	0.234 / 0.308	hartree
2S+1	1
HOMO energy (alpha / beta)	-0.221 / -0.293	Eh
LUMO (alpha / beta)	0.35 / 0.41	eV

Last columns: bonded neighbours and bond lengths (Å).
Cartesian coordinates (Å):
1 C 2.11 -0.44 -1.42  C2 1.358, C3 1.539, H14 1.039
2 C 2.26 0.86 -1.03  C1 1.358, C4 1.578, H15 1.064
3 C 1.61 -1.20 -0.19  C1 1.539, C6 1.510, O12 1.506, H16 1.157
4 C 2.15 1.14 0.51  C2 1.578, C7 1.573, N11 1.453, H17 1.194
5 C -0.83 -1.03 0.35  C6 1.363, N10 1.350, H18 1.135
6 C 0.42 -0.49 0.41  C3 1.510, C5 1.363, C7 1.400
7 C 0.59 0.89 0.59  C4 1.573, C6 1.400, O13 1.324
8 C -1.59 1.28 0.25  N10 1.489, O13 1.365, H19 1.036, H20 1.028
9 C -3.19 -0.72 0.18  N10 1.491, H21 1.068, H22 1.119, H23 1.082
10 N -1.85 -0.16 0.52  C5 1.350, C8 1.489, C9 1.491
11 N 3.17 0.22 0.98  C4 1.453, O12 1.339
12 O 2.67 -1.01 0.87  C3 1.506, N11 1.339
13 O -0.38 1.79 0.61  C7 1.324, C8 1.365
14 H 2.15 -1.01 -2.28  C1 1.039
15 H 2.63 1.68 -1.60  C2 1.064
16 H 1.33 -2.32 -0.30  C3 1.157
17 H 2.48 2.23 0.87  C4 1.194
18 H -1.00 -2.15 0.37  C5 1.135
19 H -1.78 1.44 -0.76  C8 1.036
20 H -2.41 1.72 0.68  C8 1.028
21 H -3.42 -0.81 -0.86  C9 1.068
22 H -3.15 -1.77 0.58  C9 1.119
23 H -3.97 -0.14 0.66  C9 1.082

Mulliken atomic charge list, values in e, 8 entries: atom 1 (C): -0.508, atom 2 (C): -0.777, atom 3 (C): 0.075, atom 4 (C): 0.085, atom 5 (C): -0.682, atom 6 (C): 0.586, atom 7 (C): 0.076, atom 8 (C): -0.676


Model two:
Entry from OMol25: a 2-piece molecular cluster, C9H10N2O2 overall (ωB97M-V with the def2-TZVPD basis set).

Summary:
Kohn-Sham gap	0.326	hartree
2S+1	1
HOMO energy	-0.308	Eh
LUMO	0.49	eV
SMILES	O=C(c1ccc[nH]1)c1ccc[nH]1.O

Last columns: bonded neighbours and bond lengths (Å).
Cartesian coordinates (Å):
1 C -0.82 3.30 -0.23  C3 1.400, C5 1.375, H14 1.072
2 C -1.15 -2.87 0.95  C4 1.400, C6 1.376, H15 1.071
3 C -0.56 2.34 -1.22  C1 1.400, C7 1.384, H16 1.072
4 C -1.13 -1.50 0.67  C2 1.400, C8 1.386, H17 1.072
5 C -0.59 2.71 0.98  C1 1.375, N10 1.349, H18 1.073
6 C -0.26 -3.47 0.09  C2 1.376, N11 1.346, H19 1.072
7 C -0.20 1.17 -0.57  C3 1.384, C9 1.458, N10 1.367
8 C -0.22 -1.30 -0.36  C4 1.386, C9 1.457, N11 1.367
9 C 0.17 -0.12 -1.13  C7 1.458, C8 1.457, O13 1.229
10 N -0.25 1.42 0.77  C5 1.349, C7 1.367, H20 1.006
11 N 0.28 -2.53 -0.70  C6 1.346, C8 1.367, H21 1.007
12 O 2.67 0.63 0.52  H22 0.961, H23 0.961
13 O 0.77 -0.24 -2.19  C9 1.229
14 H -1.13 4.31 -0.40  C1 1.072
15 H -1.75 -3.35 1.69  C2 1.071
16 H -0.65 2.47 -2.28  C3 1.072
17 H -1.73 -0.74 1.14  C4 1.072
18 H -0.65 3.12 1.97  C5 1.073
19 H 0.00 -4.51 -0.01  C6 1.072
20 H 0.10 0.78 1.47  N10 1.006
21 H 0.95 -2.64 -1.44  N11 1.007
22 H 3.55 0.27 0.69  O12 0.961
23 H 2.60 0.76 -0.43  O12 0.961

Mulliken atomic charge list, values in e, 8 entries: atom 1 (C): -0.615, atom 2 (C): -0.830, atom 3 (C): -0.610, atom 4 (C): -0.137, atom 5 (C): -0.598, atom 6 (C): -0.515, atom 7 (C): 0.381, atom 8 (C): 0.003


The structure with the greatest stability is model two.